# C60H70F20N20O40S20

A cluster of 15 separate species, C60H70F20N20O40S20 in total (ωB97M-V/def2-TZVPD, the Open Molecules 2025 dataset).

Its energy above the lowest of the compared OMol25 structures with the same formula, charge and spin is 12.329 eV. The calculation puts the highest occupied orbital energy at -6.64 eV. Its LUMO energy is -5.9251 eV.

Each line ends with the Mulliken charge.
Cartesian coordinates (Å):
S (-3.95547, 2.03813, 5.83894)  1.10
S (-9.24786, -0.00605, -3.76101)  0.91
S (0.34967, -5.92027, 4.91735)  1.10
S (-4.49924, 9.21938, -6.10271)  0.97
S (3.89021, 3.65706, 1.66479)  0.96
S (-0.97834, -6.59918, -6.75624)  1.10
S (8.43940, -5.38145, -1.58891)  1.07
S (2.42511, 0.26443, -5.32215)  1.07
S (0.24944, -6.80662, -4.76595)  1.08
S (-1.05085, -4.11480, 5.14361)  1.02
S (-2.21318, 8.94709, -6.05953)  1.02
S (-5.21396, -4.44113, -0.74753)  1.07
S (-6.63408, 3.81720, -10.72791)  1.10
S (5.37532, 1.85375, 1.48666)  1.04
S (-8.34804, 3.30957, -12.01772)  1.12
S (0.57033, -0.10022, -6.75165)  1.08
S (-5.04261, 1.17735, 3.96414)  0.93
S (6.24720, -6.46091, -1.74571)  1.00
S (-7.42210, -5.13779, -0.32631)  1.05
S (-9.73207, 0.66690, -5.89547)  1.02
F (-3.71386, -4.88899, -0.34398)  -0.28
F (-4.14525, 3.55651, 6.34186)  -0.30
F (-0.98248, -2.44489, 5.21836)  -0.32
F (-8.15351, -6.55894, -0.14116)  -0.31
F (-8.92002, 0.70544, -7.25006)  -0.22
F (0.24917, -0.69251, -8.27978)  -0.37
F (1.83642, -6.46370, 5.46747)  -0.38
F (5.63871, 0.46986, 2.22660)  -0.32
F (-5.32765, 4.76350, -10.84298)  -0.31
F (3.77517, 1.08579, -5.69663)  -0.31
F (-6.56620, 1.28081, 3.40285)  -0.32
F (8.09483, -4.21444, -0.55470)  -0.23
F (-7.98017, -0.65472, -2.96570)  -0.30
F (-8.64543, 3.30384, -13.61762)  -0.36
F (-5.80269, 9.27826, -5.17001)  -0.33
F (2.98079, 4.22411, 2.88830)  -0.33
F (0.55832, -7.90741, -3.52504)  -0.35
F (-1.32033, 7.78892, -5.30636)  -0.30
F (5.37132, -7.55352, -1.02319)  -0.27
F (-1.10774, -7.45872, -8.10350)  -0.29
O (-9.47674, 1.23778, -3.01849)  -0.63
O (-0.69328, -5.91080, -4.10609)  -0.42
O (-5.15456, -4.41208, -2.21360)  -0.52
O (-2.37927, -6.38469, -6.40290)  -0.54
O (-1.57339, 10.21719, -5.87350)  -0.57
O (9.87741, -5.65866, -1.35703)  -0.66
O (-5.37456, -3.18247, -0.03122)  -0.50
O (-0.49966, -6.83804, 5.69743)  -0.60
O (4.89561, 4.66024, 1.52381)  -0.58
O (6.53568, -7.09429, -3.03906)  -0.60
O (4.84770, 1.36080, 0.15660)  -0.53
O (-3.99144, 1.24976, 7.08787)  -0.61
O (6.74659, 2.31336, 1.53641)  -0.63
O (-4.92034, -0.22363, 4.23276)  -0.56
O (-10.71944, -0.34547, -6.18799)  -0.57
O (-5.99096, 2.56669, -10.44388)  -0.56
O (1.62041, -6.35791, -4.86913)  -0.53
O (0.41897, -6.15705, 3.48862)  -0.53
O (-7.36562, 4.49101, -9.64420)  -0.55
O (-2.74369, 2.11011, 5.04806)  -0.51
O (-9.53368, 4.03395, -11.49549)  -0.62
O (-10.23666, 2.04868, -5.84595)  -0.58
O (-2.15120, 8.22576, -7.35151)  -0.52
O (-7.92306, -4.78892, -1.64445)  -0.49
O (-0.25320, -5.47195, -7.34160)  -0.52
O (-8.02114, -4.54561, 0.83870)  -0.53
O (2.83754, 3.51585, 0.74160)  -0.42
O (-4.27590, 1.71871, 2.83611)  -0.49
O (1.64624, 1.28998, -4.61890)  -0.52
O (-4.37617, 10.56918, -6.55378)  -0.59
O (5.27167, -5.38208, -1.75515)  -0.53
O (8.06817, -4.73943, -2.86253)  -0.48
O (2.86027, -0.83335, -4.52497)  -0.52
O (-0.06263, 1.22470, -6.94772)  -0.63
O (-2.08631, -4.30524, 6.24417)  -0.58
O (-10.17436, -1.10390, -3.61460)  -0.60
O (-8.29546, 1.88305, -11.84022)  -0.58
O (-1.53822, -4.26900, 3.79091)  -0.44
O (-0.14100, -1.03500, -5.91682)  -0.48
O (-5.04495, 8.31308, -7.12303)  -0.52
N (4.36505, 2.26582, 2.54238)  -0.17
N (-3.25699, 6.64019, 0.90867)  0.11
N (6.64381, 6.44697, 14.09915)  0.07
N (-8.49886, 0.10279, -4.94854)  -0.02
N (0.97886, -1.67039, 0.53617)  0.06
N (-7.12476, 4.15344, -12.23895)  -0.24
N (0.53295, -4.50846, 5.48207)  -0.28
N (-5.42722, 2.05259, 5.07832)  -0.23
N (16.01010, -5.73756, 6.73098)  0.02
N (-3.52907, 8.69488, -5.02448)  -0.16
N (2.04809, -0.09506, -6.90955)  -0.30
N (-3.27319, 2.31508, -3.61600)  0.21
N (-14.39486, -5.42033, -7.93450)  0.04
N (-5.83315, -5.70269, -0.25359)  -0.20
N (-0.17643, -7.74418, -5.86111)  -0.25
N (-7.64055, -3.24296, -8.55914)  0.13
N (3.19343, 9.02657, -0.16140)  0.07
N (7.37269, -6.41488, -0.71484)  -0.30
N (4.29522, 1.93268, 9.11962)  0.01
N (9.14819, -6.86389, 4.96247)  -0.01
C (0.59116, -0.48556, 1.04872)  -0.21
C (5.90612, 4.62380, 12.08017)  0.85
C (-8.44726, -3.12460, -9.57256)  -0.25
C (-15.84558, -5.67580, -7.74978)  -0.93
C (2.14780, -2.38521, 1.09770)  -0.94
C (9.97082, -6.05939, 4.17251)  -0.58
C (-6.25262, -2.78545, -8.62276)  -1.05
C (2.53277, 8.37412, -1.15867)  -0.45
C (0.62252, 8.13818, 0.28103)  0.68
C (-0.35814, 0.30792, 0.33751)  -0.91
C (-1.59375, 2.19203, -1.89452)  -0.95
C (6.64527, 5.08921, 14.34558)  -0.10
C (3.69790, 1.11931, 8.02665)  -0.99
C (7.94651, -7.46527, 4.31709)  -0.73
C (4.87373, 3.09355, 8.75380)  -0.35
C (11.81091, -6.29035, 5.73665)  0.92
C (15.36407, -6.82793, 7.25598)  -0.22
C (-2.97496, 7.29999, -0.27691)  -0.70
C (9.56051, -7.28239, 6.14477)  -0.22
C (4.29167, 1.50554, 10.35097)  -0.08
C (-13.76095, -4.75030, -6.90557)  -0.27
C (1.37689, 8.78625, 1.23871)  -0.61
C (-3.90569, 3.06575, -4.76846)  -0.85
C (13.99934, -7.04504, 6.98025)  -0.74
C (-10.26039, -4.35568, -8.40542)  0.66
C (-1.67273, 0.80039, -1.84767)  1.05
C (-12.38912, -4.37719, -7.08142)  -0.76
C (13.96945, -4.99081, 5.78861)  -0.73
C (5.42178, 3.60814, 11.08193)  1.09
C (4.60166, 9.43690, -0.38323)  -0.85
C (4.85429, 2.32731, 11.37505)  -0.83
C (-8.05674, -3.91381, -7.44529)  -0.30
C (11.31345, -5.85778, 4.49260)  -0.70
C (10.95849, -7.05615, 6.52814)  -0.74
C (2.59435, 9.31853, 0.93590)  -0.12
C (-2.36883, 6.43964, 1.86545)  -0.20
C (-13.76097, -5.76294, -9.09652)  -0.18
C (6.23862, 6.94637, 12.85228)  -0.29
C (-2.44308, 2.92980, -2.74327)  -0.33
C (7.02193, 7.34000, 15.26211)  -0.95
C (-9.76588, -3.65262, -9.55541)  -0.76
C (-12.40294, -5.32196, -9.26259)  -0.66
C (1.26941, 7.87757, -0.94083)  -0.61
C (-9.36331, -4.47274, -7.35636)  -0.91
C (-0.38719, -1.34489, -1.35660)  -0.81
C (17.46933, -5.55649, 7.00583)  -0.95
C (-11.69108, -4.67946, -8.23384)  0.95
C (0.49487, -2.13627, -0.62562)  -0.73
C (6.28413, 4.16412, 13.40729)  -0.87
C (-3.35597, 0.95255, -3.63023)  -0.60
C (15.36749, -4.83158, 6.03499)  -0.16
C (-2.59537, 0.19198, -2.75137)  -0.76
C (5.39920, 3.96369, 9.71864)  -0.79
C (-1.10700, 6.88315, 1.63416)  -0.70
C (5.83441, 6.06310, 11.88374)  -0.73
C (-1.70516, 7.88405, -0.45443)  -0.83
C (13.27914, -6.14724, 6.13229)  0.91
C (-0.84731, -0.09971, -0.96168)  0.92
C (-4.61685, 6.18083, 1.09532)  -0.96
C (-0.72996, 7.63985, 0.50485)  0.75
H (-5.96592, -2.55489, -7.59673)  0.36
H (17.66253, -4.81567, 7.78169)  0.33
H (13.58733, -8.01362, 7.22214)  0.45
H (-0.35979, 6.70665, 2.39372)  0.55
H (15.99619, -4.02507, 5.68759)  0.45
H (-4.77967, 2.55457, -5.17213)  0.31
H (4.52834, 1.98363, 12.34564)  0.34
H (-1.48763, 8.40001, -1.37794)  0.73
H (17.89470, -5.14536, 6.09033)  0.40
H (-5.27849, 7.03884, 0.97638)  0.41
H (2.30217, -1.97628, 2.09622)  0.24
H (-9.61772, -4.83493, -6.37122)  0.58
H (9.46150, -5.77279, 3.26430)  0.70
H (-5.61324, -3.57652, -9.01455)  0.32
H (-2.66557, 5.92827, 2.76925)  0.52
H (-7.35499, -3.94265, -6.62485)  0.60
H (-11.95124, -3.73085, -6.33516)  0.61
H (3.07169, 8.13848, -2.06446)  0.45
H (3.78126, 0.57901, 10.56874)  0.38
H (1.89935, -3.44609, 1.06771)  0.38
H (-14.30460, -6.36123, -9.81270)  0.39
H (7.31078, -6.67299, 3.92182)  0.34
H (-16.43432, -4.76211, -7.83135)  0.33
H (17.96272, -6.52151, 7.12161)  0.37
H (0.82397, 8.84293, 2.16470)  0.52
H (-3.71994, 7.42286, -1.04913)  0.68
H (0.82995, 7.24749, -1.69995)  0.59
H (-4.11198, 4.08306, -4.43584)  0.29
H (8.92253, -7.98078, 6.66596)  0.35
H (2.86660, 1.71153, 7.64413)  0.43
H (6.27087, 8.01629, 12.70863)  0.44
H (-4.96026, 5.47243, 0.34144)  0.36
H (-6.31368, -1.80346, -9.09187)  0.49
H (8.46034, -7.92982, 3.47550)  0.44
H (15.98901, -7.45848, 7.87101)  0.44
H (4.37469, 1.06268, 7.17409)  0.36
H (-3.11734, 3.06186, -5.52119)  0.40
H (-16.23842, -6.36370, -8.49850)  0.31
H (-0.95544, 2.67747, -1.17112)  0.58
H (-11.89773, -5.73889, -10.12128)  0.45
H (11.25696, -7.43609, 7.49403)  0.43
H (2.95730, -2.21696, 0.38742)  0.45
H (4.85647, 3.21055, 7.68029)  0.55
H (-0.77480, 1.15052, 0.86933)  0.67
H (1.07095, -0.31531, 2.00120)  0.50
H (6.13556, 7.65001, 15.81560)  0.36
H (5.83399, 4.91334, 9.44386)  0.41
H (0.83635, -3.11359, -0.93322)  0.61
H (7.52263, -8.14002, 5.06082)  0.22
H (-0.70311, -1.65947, -2.34028)  0.57
H (5.39618, 6.57014, 11.03682)  0.35
H (5.23181, 8.66372, -0.82278)  0.36
H (-4.06290, 0.55092, -4.34110)  0.49
H (7.58207, 6.78382, 16.01379)  0.31
H (5.01106, 9.72464, 0.58512)  0.26
H (7.02559, 4.80903, 15.31679)  0.35
H (-4.79613, 5.72065, 2.06702)  0.32
H (3.25410, 0.18008, 8.35676)  0.32
H (-15.88321, -6.15285, -6.77044)  0.39
H (-8.11141, -2.54499, -10.41972)  0.51
H (6.28957, 3.10033, 13.59357)  0.43
H (13.37394, -4.29711, 5.21369)  0.50
H (-14.31064, -4.61612, -5.98566)  0.45
H (-10.39600, -3.56167, -10.42781)  0.47
H (7.68533, 8.16761, 15.01100)  0.37
H (11.92421, -5.35698, 3.75600)  0.49
H (-2.68438, -0.88402, -2.72484)  0.73
H (3.26885, 9.70161, 1.68737)  0.27
H (4.58537, 10.25686, -1.10121)  0.40
H (-2.40611, 4.00854, -2.77985)  0.55

Cartesian forces (eV/Å) of the 2 atoms listed first:
S -0.47 0.74 4.50
S -2.33 -2.14 14.91